Computed, not measured: a single C10H18N2O5 molecule at a distorted geometry, with wB97M-V/def2-TZVPD.

The orbital gap comes out at 0.371 Ha. As for the HOMO energy: -9.7 eV. The SMILES is CC(C)[C@H](NC(=O)[C@@H](N)CCC(=O)O)C(=O)O. The energy above the lowest of the compared OMol25 structures with the same formula, charge and spin is 60.9 kcal per mole. As for the total energy: -23879.1492 eV.

Structure (ORCA input):
```
! wB97M-V def2-TZVPD RIJCOSX def2/J DEFGRID3
* xyz 0 1
C 1.44242 3.03608 -0.48883
C 1.03538 1.94900 -1.49322
C 2.11099 0.83883 -1.54824
C -0.55614 1.51841 -1.24542
N -0.91499 0.83648 0.00449
C -0.13312 -0.04806 0.67190
O 0.99139 -0.45763 0.37864
C -0.73850 -0.68040 1.89538
N -1.72957 0.26614 2.48251
C -1.31369 -1.96310 1.53154
C -0.52192 -2.78796 0.46971
C 0.54153 -3.54750 1.29141
O 0.15659 -4.60006 1.70693
O 1.69862 -2.94516 1.55785
C -1.05219 0.83326 -2.48883
O -0.97624 -0.38633 -2.54372
O -1.54266 1.54098 -3.38891
H 1.43541 2.74089 0.55704
H 0.76922 3.89666 -0.42664
H 2.42280 3.49210 -0.56727
H 0.97764 2.50202 -2.43313
H 2.90390 1.34814 -2.07541
H 1.83204 -0.07739 -1.90899
H 2.40925 0.77884 -0.44451
H -0.95429 2.52676 -1.28197
H -1.75539 0.88637 0.53802
H 0.11338 -0.79650 2.64944
H -1.25506 0.78469 3.26564
H -2.37970 -0.39999 2.97677
H -2.31963 -1.82033 1.16862
H -1.34147 -2.72782 2.40121
H -0.21656 -2.03960 -0.19829
H -1.06493 -3.54330 -0.12816
H 1.76241 -1.98565 1.23971
H -1.83691 1.03113 -4.12529
*
```